Entry i
Entry from the OMol25 dataset: a cluster of 2 separate species, C2H9N2O in total (ωB97M-V with the def2-TZVPD basis set).

Summary:
charge: +1
HOMO energy: -15.1 eV

CARTESIAN COORDINATES (ANGSTROEM)
C1 0.716 -0.914 -1.867
N1 0.511 -0.302 -0.548
C2 0.140 -0.976 0.492
N2 -0.135 -0.438 1.663
H1 0.565 -1.966 -1.811
H2 1.675 -0.605 -2.263
H3 -0.064 -0.562 -2.542
H4 0.540 0.710 -0.529
H5 0.080 -2.052 0.425
H6 -0.276 0.574 1.676
H7 -0.579 -1.018 2.355
H8 -0.475 3.016 1.165
H9 -1.817 2.305 1.009
O1 -0.882 2.228 0.774

Entry ii
Entry from the OMol25 dataset: a cluster of 2 separate species, C2H9N2O in total (ωB97M-V with the def2-TZVPD basis set).

Summary:
charge: +1
HOMO energy: -14.9 eV

CARTESIAN COORDINATES (ANGSTROEM)
N1 -1.007 -1.464 2.203
C1 -0.640 -0.813 1.125
N2 0.462 -1.007 0.470
H1 -0.471 -2.211 2.620
H2 -1.903 -1.290 2.630
H3 -1.314 -0.040 0.794
H4 0.645 -0.451 -0.387
H5 1.069 -1.776 0.711
C2 0.545 1.835 -1.507
O1 0.834 0.458 -1.830
H6 1.037 2.500 -2.212
H7 -0.525 2.025 -1.496
H8 0.936 2.024 -0.506
H9 0.332 0.212 -2.613

Least stable: entry ii

Entry i
Entry from the OMol25 dataset: the ion C8H18N4 with charge +2 (ωB97M-V with the def2-TZVPD basis set).

Summary:
charge: +2
HOMO energy: -17.7 eV

CARTESIAN COORDINATES (ANGSTROEM)
C1 1.101 1.067 -2.316
C2 -0.799 1.458 -1.219
C3 0.183 -2.521 1.813
C4 1.911 -2.331 0.019
C5 -2.549 1.679 0.394
C6 0.670 1.541 0.785
C7 -0.161 -0.773 0.060
C8 0.901 -1.573 0.818
N1 1.499 0.555 -1.212
N2 -0.178 1.568 -2.367
N3 -2.069 1.703 -0.914
N4 0.446 0.556 -0.316
H1 1.756 1.194 -3.216
H2 -0.871 -2.105 2.013
H3 0.833 -2.591 2.723
H4 0.078 -3.505 1.398
H5 1.511 -3.075 -0.668
H6 2.286 -1.623 -0.750
H7 2.729 -2.646 0.724
H8 -3.340 0.895 0.520
H9 -3.032 2.610 0.539
H10 -1.894 1.393 1.130
H11 0.703 0.955 1.737
H12 1.637 2.010 0.598
H13 -0.123 2.355 0.916
H14 -0.363 -1.380 -0.804
H15 -1.051 -0.750 0.791
H16 1.397 -0.901 1.523
H17 -0.528 1.992 -3.166
H18 -2.683 2.245 -1.553

Entry ii
Entry from the OMol25 dataset: a cluster of 2 separate species, C8H18N4 in total (ωB97M-V with the def2-TZVPD basis set).

Summary:
charge: +2
HOMO energy (spin up / spin down): -16.1 / -15.7 eV

CARTESIAN COORDINATES (ANGSTROEM)
C1 1.683 0.723 2.141
C2 4.669 -0.638 0.066
C3 -1.660 -0.050 0.015
C4 1.547 0.690 0.839
C5 -0.808 0.942 -0.138
C6 3.418 -0.503 -0.338
C7 2.587 -1.550 -0.982
C8 -4.266 -0.261 0.539
N1 -5.049 -1.278 0.193
N2 2.673 0.793 -0.095
N3 -0.801 2.125 -0.820
N4 -2.989 0.031 -0.552
H1 2.652 1.027 2.547
H2 0.941 0.894 2.819
H3 5.236 0.169 0.463
H4 5.335 -1.459 -0.346
H5 -1.467 -0.896 0.565
H6 2.203 -2.393 -0.234
H7 3.216 -2.106 -1.712
H8 1.719 -1.005 -1.332
H9 -4.835 0.660 0.419
H10 -3.648 -0.290 1.409
H11 -5.948 -1.094 -0.382
H12 -4.750 -2.315 0.238
H13 3.488 1.310 0.257
H14 2.324 1.143 -1.005
H15 -0.527 2.962 -0.449
H16 -0.847 2.193 -1.847
H17 -3.039 -0.721 -1.278
H18 -3.058 0.898 -1.000

Least stable: entry ii

Entry i
Entry from the OMol25 dataset: a structure of composition C5H6O (ωB97M-V with the def2-TZVPD basis set).

Summary:
HOMO energy: -9.4 eV

CARTESIAN COORDINATES (ANGSTROEM)
O1 2.374 -0.678 0.146
C1 1.269 -0.213 0.045
C2 -0.012 -1.051 -0.042
C3 -1.242 -0.192 0.063
C4 -0.254 1.732 -0.089
C5 0.969 1.246 -0.035
H1 0.044 -1.807 0.749
H2 0.029 -1.591 -0.994
H3 -1.979 -0.357 -0.729
H4 -1.727 -0.220 1.042
H5 -1.294 1.212 -0.106
H6 1.824 1.920 -0.050

Entry ii
Entry from the OMol25 dataset: the molecule C5H6O (ωB97M-V with the def2-TZVPD basis set).

Summary:
HOMO energy: -9.9 eV

CARTESIAN COORDINATES (ANGSTROEM)
C1 -0.079 1.392 0.519
C2 -0.127 -0.128 0.353
C3 -1.416 -0.538 -0.356
O1 -2.301 0.235 -0.623
C4 1.020 -0.733 -0.332
C5 1.950 -1.376 -0.744
H1 0.813 1.720 1.056
H2 -0.086 1.861 -0.468
H3 -0.971 1.745 1.046
H4 -0.105 -0.666 1.314
H5 -1.484 -1.611 -0.622
H6 2.786 -1.901 -1.144

Least stable: entry i

Entry i
Entry from the OMol25 dataset: a structure of composition C5H6O (ωB97M-V with the def2-TZVPD basis set).

Summary:
HOMO energy: -10.0 eV

CARTESIAN COORDINATES (ANGSTROEM)
C1 2.181 0.136 0.450
C2 1.418 0.110 -0.485
C3 0.056 0.154 -1.061
C4 -0.826 -0.811 -0.235
C5 -0.936 0.424 0.671
O1 -0.624 1.271 -0.454
H1 2.817 0.161 1.305
H2 -0.007 0.164 -2.152
H3 -1.758 -1.036 -0.757
H4 -0.363 -1.717 0.160
H5 -0.097 0.444 1.382
H6 -1.862 0.699 1.175

Entry ii
Entry from the OMol25 dataset: the molecule C5H6O (ωB97M-V with the def2-TZVPD basis set).

Summary:
HOMO energy: -10.3 eV

CARTESIAN COORDINATES (ANGSTROEM)
C1 -1.867 -0.043 -0.403
C2 -0.538 0.252 0.275
C3 0.662 -0.090 -0.584
O1 0.605 -0.302 -1.776
C4 1.926 -0.132 0.160
C5 2.914 -0.169 0.851
H1 -2.693 0.349 0.196
H2 -2.014 -1.120 -0.529
H3 -1.910 0.418 -1.390
H4 -0.438 -0.277 1.230
H5 -0.446 1.321 0.520
H6 3.798 -0.206 1.450

Least stable: entry i

Entry i
Entry from the OMol25 dataset: the molecule C5H6O (ωB97M-V with the def2-TZVPD basis set).

Summary:
HOMO energy: -8.1 eV

CARTESIAN COORDINATES (ANGSTROEM)
C1 -1.873 0.016 -0.154
C2 -0.505 0.007 -0.058
C3 0.360 -1.211 0.087
C4 1.570 0.756 -0.043
C5 0.340 1.174 0.015
H1 -2.423 0.988 -0.014
H2 -2.477 -0.863 -0.172
H3 0.316 -2.171 -0.595
H4 0.459 -1.563 1.126
H5 2.513 1.250 -0.121
H6 -0.014 2.215 0.129
O1 1.732 -0.597 -0.200

Entry ii
Entry from the OMol25 dataset: the molecule C5H6O (ωB97M-V with the def2-TZVPD basis set).

Summary:
HOMO energy: -8.7 eV

CARTESIAN COORDINATES (ANGSTROEM)
C1 2.670 -0.249 0.085
C2 1.259 0.133 0.049
C3 0.100 0.462 0.026
C4 -1.336 0.754 -0.012
C5 -2.026 -0.486 -0.517
O1 -3.114 -0.706 0.191
H1 2.849 -1.014 0.847
H2 3.301 0.615 0.318
H3 2.993 -0.653 -0.880
H4 -1.543 1.493 -0.802
H5 -1.711 1.154 0.940
H6 -3.442 -1.503 -0.245

Least stable: entry ii

Entry i
Entry from the OMol25 dataset: a structure of composition C5H6O (ωB97M-V with the def2-TZVPD basis set).

Summary:
HOMO energy (spin up / spin down): -9.4 / -9.4 eV

CARTESIAN COORDINATES (ANGSTROEM)
C1 -1.032 1.165 1.162
C2 0.144 1.457 0.993
C3 1.123 0.621 0.280
C4 0.132 -0.528 0.148
C5 -0.471 -0.911 -1.144
O1 0.507 -1.838 -1.012
H1 -2.041 1.218 1.446
H2 2.009 0.381 0.866
H3 1.398 1.040 -0.687
H4 0.066 -1.187 1.005
H5 -0.332 -0.147 -1.926
H6 -1.504 -1.271 -1.132

Entry ii
Entry from the OMol25 dataset: the molecule C5H6O (ωB97M-V with the def2-TZVPD basis set).

Summary:
HOMO energy: -9.7 eV

CARTESIAN COORDINATES (ANGSTROEM)
C1 -1.507 0.914 -0.146
C2 -0.882 -0.461 -0.108
O1 -1.396 -1.386 0.475
C3 0.491 -0.639 -0.777
C4 1.513 -0.355 0.232
C5 2.268 -0.194 1.155
H1 -2.568 0.829 0.095
H2 -1.375 1.401 -1.117
H3 -1.025 1.544 0.610
H4 0.599 0.000 -1.661
H5 0.583 -1.685 -1.087
H6 2.931 -0.088 1.984

Least stable: entry i

Entry i
Entry from the OMol25 dataset: the molecule C5H6O (ωB97M-V with the def2-TZVPD basis set).

Summary:
HOMO energy: -9.5 eV

CARTESIAN COORDINATES (ANGSTROEM)
C1 1.134 -0.209 -0.342
C2 0.434 1.134 -0.410
C3 -0.813 1.078 0.061
O1 -1.029 -1.316 -0.515
C4 0.095 -1.100 0.325
C5 -1.133 -0.314 0.506
H1 2.091 -0.164 0.190
H2 1.332 -0.595 -1.350
H3 0.908 2.017 -0.830
H4 -1.506 1.910 0.129
H5 0.382 -1.919 0.984
H6 -1.896 -0.522 1.253

Entry ii
Entry from the OMol25 dataset: the molecule C5H6O (ωB97M-V with the def2-TZVPD basis set).

Summary:
HOMO energy: -8.1 eV

CARTESIAN COORDINATES (ANGSTROEM)
O1 1.664 1.841 0.812
C1 1.005 1.132 1.534
C2 0.172 -0.027 1.042
C3 0.201 -0.164 -0.464
C4 -0.738 -0.895 -1.156
C5 -1.863 -1.364 -1.547
H1 0.993 1.296 2.632
H2 -0.844 0.061 1.446
H3 0.582 -0.939 1.516
H4 -0.761 0.222 -1.612
H5 1.062 0.274 -0.960
H6 -2.034 -2.424 -1.668

Entry iii
Entry from the OMol25 dataset: the molecule C5H6O (ωB97M-V with the def2-TZVPD basis set).

Summary:
HOMO energy: -9.4 eV

CARTESIAN COORDINATES (ANGSTROEM)
O1 -1.026 -1.137 -1.328
C1 0.261 -0.924 -0.837
C2 0.732 0.494 -0.662
C3 0.419 -0.387 0.537
C4 -0.772 0.016 1.309
C5 -1.002 1.158 1.626
H1 -1.643 -1.101 -0.581
H2 0.982 -1.678 -1.135
H3 -0.004 1.254 -0.923
H4 1.766 0.779 -0.835
H5 1.252 -0.688 1.164
H6 -0.963 2.216 1.665

Least stable: entry ii

Entry i
Entry from the OMol25 dataset: a cluster of 2 separate species, BrH2O2PS in total (ωB97M-V with the def2-TZVPD basis set).

Summary:
HOMO energy (spin up / spin down): -9.7 / -9.6 eV

CARTESIAN COORDINATES (ANGSTROEM)
O1 -0.142 -0.351 -0.575
O2 1.408 0.460 1.004
P1 1.344 0.295 -0.514
S1 1.802 -2.870 -1.326
Br1 0.867 2.409 -1.145
H1 -0.430 -0.391 -1.489
H2 0.439 0.285 1.192

Entry ii
Entry from the OMol25 dataset: a cluster of 2 separate species, BrH2O2PS in total (ωB97M-V with the def2-TZVPD basis set).

Summary:
HOMO energy: -10.3 eV

CARTESIAN COORDINATES (ANGSTROEM)
O1 -1.104 -1.269 -1.301
O2 1.348 -0.709 -0.924
P1 0.248 -1.541 -0.484
S1 0.072 -2.869 0.912
Br1 1.634 1.463 2.568
H1 -1.856 -1.803 -1.020
H2 2.060 1.677 1.243

Least stable: entry i